# 1
The following is a DFT calculation (ωB97M-V/def2-TZVPD) of a gas-phase ion, C2H9N2O3 (charge +1).

Element x y z (Å)
C  0.80709  -0.12718  0.44747
C  -0.66031  0.03865  -0.00247
N  -1.66139  -0.91902  0.52375
N  1.60380  0.94775  -0.20823
O  1.23982  -1.46382  0.22249
O  -0.95106  1.35111  0.15394
O  -0.53123  -0.40890  -1.42676
H  0.81224  0.00998  1.48193
H  -1.19450  -1.51467  1.21140
H  -2.33294  -0.32534  1.14306
H  1.25921  0.90936  -1.21788
H  1.53041  1.91504  0.33162
H  2.51160  0.62256  -0.07822
H  0.87924  -1.66886  -0.68391
H  -1.86774  1.42865  -0.14653
H  -1.44425  -0.79532  -1.75168

As for the SMILES: NC(O)(O)[C@H]([NH3+])O. The charge is +1. The value obtained for the LUMO energy is -3.68 eV. The calculation puts the orbital gap at 11.10 eV. As for the spin multiplicity: 1.

Table of Löwdin atomic charges, one value per atom, all in e: C -0.295; C -0.608; N 0.127; N 0.265; O 0.045; O 0.085; O -0.059; H 0.155; H 0.097; H 0.147; H 0.203; H 0.249; H 0.139; H 0.131; H 0.141; H 0.178

***

# 2
The following is a DFT calculation (ωB97M-V/def2-TZVPD) of a molecular structure, C24H23AsMnN2O6S3.

Element x y z (Å)
Mn  -0.41087  -0.10288  0.21328
S  1.48132  -1.49363  -0.35789
C  0.68406  -2.95190  -0.30362
N  1.33866  -4.11018  -0.23127
C  0.62068  -5.38345  -0.32271
C  -0.60863  -5.28388  0.52337
N  -1.41464  -4.16205  0.03368
C  -2.86512  -4.32609  0.24308
C  -3.16435  -4.53166  1.71202
C  -2.79184  -3.53127  2.60958
C  -3.03384  -3.67144  3.96592
C  -3.65483  -4.83057  4.42731
C  -4.02463  -5.82823  3.54217
C  -3.77752  -5.68168  2.17973
C  -0.85248  -3.02528  -0.34579
S  -1.75722  -1.72940  -0.84606
C  2.80417  -4.23864  -0.18257
C  3.33163  -4.84827  -1.45638
C  3.25638  -4.11988  -2.64386
C  3.71010  -4.66951  -3.83021
C  4.24762  -5.95314  -3.84090
C  4.32829  -6.67976  -2.66500
C  3.86694  -6.12734  -1.47486
H  1.27835  -6.17239  0.03634
H  0.38298  -5.59729  -1.36852
H  -0.35808  -5.12666  1.57569
H  -1.20961  -6.18850  0.45416
H  -3.19306  -5.17831  -0.35515
H  -3.36452  -3.43708  -0.13326
H  -2.30055  -2.63528  2.23624
H  -2.74472  -2.86459  4.62758
H  -3.85345  -4.94641  5.48507
H  -4.50858  -6.72461  3.90739
H  -4.06914  -6.46228  1.48552
H  3.04516  -4.85904  0.68290
H  3.22620  -3.25401  -0.01475
H  2.84334  -3.11772  -2.63328
H  3.65155  -4.09789  -4.74687
H  4.60714  -6.38148  -4.76723
H  4.74913  -7.67654  -2.67053
H  3.93555  -6.69461  -0.55305
O  -3.27836  -0.02492  2.10817
As  -1.81454  0.03928  3.10723
O  -2.22210  -0.56508  4.57904
O  -0.61495  -0.66277  2.12393
C  -1.49910  1.95665  3.21901
C  -1.74313  2.40182  4.51099
C  -1.69411  3.75832  4.83627
C  -1.41340  4.68838  3.86626
C  -1.15872  4.27290  2.55906
C  -1.19112  2.92925  2.23631
S  -0.73037  2.55297  0.57174
O  -0.61818  3.76470  -0.17040
O  -1.72349  1.55464  0.05670
O  0.52364  1.74085  0.68371
H  -3.96187  -0.39778  2.68359
H  -1.99459  1.66658  5.26528
H  -1.88762  4.06809  5.85537
H  -1.38362  5.74293  4.10811
H  -0.92334  4.99544  1.79156

As for the expectation value of S²: 8.760. The value obtained for the LUMO energy (spin up / spin down) is -1.54 / -1.62 eV. The calculation puts the orbital gap (spin up / spin down) at 6.46 / 7.71 eV. As for the spin multiplicity: 6.

Table of Löwdin atomic charges, one value per atom, all in e: Mn 0.436; S 0.817; C -0.619; N -0.095; C -0.100; C -0.096; N -0.092; C -0.108; C -0.225; C -0.027; C -0.049; C -0.075; C -0.084; C -0.053; C -0.637; S 0.820; C -0.114; C -0.221; C -0.029; C -0.068; C -0.082; C -0.077; C -0.048; H 0.133; H 0.148; H 0.151; H 0.138; H 0.133; H 0.078; H 0.082; H 0.085; H 0.104; H 0.102; H 0.109; H 0.135; H 0.082; H 0.104; H 0.107; H 0.105; H 0.105; H 0.112; O -0.259; As 0.910; O -0.457; O -0.554; C -0.210; C -0.093; C -0.069; C -0.067; C -0.054; C -0.252; S 0.528; O -0.272; O -0.403; O -0.395; H 0.044; H 0.090; H 0.107; H 0.107; H 0.110

***

# 3
The following is a DFT calculation (ωB97M-V/def2-TZVPD) of a molecular structure, C32H23N5S2V.

Element x y z (Å)
V  0.01106  0.58868  0.41602
C  -2.24928  -3.09266  -0.64976
C  -1.93883  -3.82933  0.48630
C  -1.41791  -3.16655  1.58142
C  -1.22591  -1.78462  1.52038
N  -1.48902  -1.09070  0.40417
C  -1.98527  -1.73299  -0.64646
C  -0.65747  -1.02329  2.63813
C  -0.87984  -1.41006  3.95932
C  -0.27084  -0.72100  4.99149
C  0.57466  0.34101  4.70784
C  0.76055  0.75177  3.39428
C  0.14033  0.09345  2.34050
H  -2.67074  -3.56197  -1.52359
H  -2.10537  -4.89493  0.52087
H  -1.13732  -3.71103  2.46821
H  -2.19281  -1.12502  -1.52257
H  -1.54284  -2.23671  4.17291
H  -0.45590  -1.01223  6.01405
H  1.07241  0.85711  5.51491
H  1.39800  1.60633  3.19238
S  2.36395  4.31993  0.63251
C  3.45110  3.11648  0.07391
C  2.88485  1.87853  -0.01467
C  1.53155  1.85247  0.38554
C  1.11265  3.11654  0.76229
C  -0.23141  3.28000  1.20102
C  -0.78056  4.44139  1.76001
C  -2.09281  4.42970  2.17222
C  -2.84148  3.26488  1.99598
C  -2.23675  2.16008  1.43143
N  -0.96270  2.14951  1.05112
H  4.45091  3.41062  -0.18075
H  3.43463  1.01036  -0.34922
H  -0.15018  5.30860  1.87918
H  -2.54155  5.29364  2.63890
H  -3.87284  3.22382  2.31124
H  -2.79638  1.24205  1.28104
N  1.20491  -1.34857  -2.97090
C  1.22667  -2.67259  -2.50661
C  1.10820  -3.73956  -3.39061
C  1.08125  -5.04382  -2.91994
C  1.18523  -5.30679  -1.56466
C  1.32740  -4.25508  -0.67323
C  1.35115  -2.95422  -1.14296
S  1.66928  -1.60299  -0.02260
N  0.86920  -0.38989  -0.85118
C  0.81611  -0.31457  -2.15003
C  0.33728  0.96507  -2.65236
C  0.74328  1.53165  -3.86678
C  0.40480  2.84626  -4.12785
C  -0.36864  3.54199  -3.20521
C  -0.78134  2.88210  -2.05797
N  -0.42626  1.63926  -1.76810
H  1.04619  -1.23295  -3.96312
H  1.05536  -3.54091  -4.45130
H  0.99016  -5.85888  -3.62073
H  1.17953  -6.32374  -1.20396
H  1.44503  -4.43619  0.38364
H  1.36908  0.98537  -4.55684
H  0.75793  3.33191  -5.02533
H  -0.63733  4.57300  -3.37020
H  -1.41514  3.38028  -1.33369

As for the expectation value of S²: 2.039. The charge is +1. The value obtained for the LUMO energy (spin up / spin down) is -3.18 / -3.48 eV. The calculation puts the orbital gap (spin up / spin down) at 6.69 / 6.95 eV. As for the spin multiplicity: 3.

Table of Löwdin atomic charges, one value per atom, all in e: V 0.742; C -0.043; C -0.040; C 0.003; C -0.250; N 0.041; C -0.117; C -0.209; C -0.031; C -0.069; C -0.065; C -0.074; C -0.191; H 0.111; H 0.118; H 0.120; H 0.121; H 0.111; H 0.107; H 0.106; H 0.104; S 1.041; C -0.394; C -0.181; C -0.269; C -0.529; C -0.284; C 0.005; C -0.032; C -0.037; C -0.091; N -0.041; H 0.065; H 0.092; H 0.113; H 0.118; H 0.110; H 0.123; N 0.155; C -0.238; C -0.009; C -0.062; C -0.068; C -0.093; C -0.404; S 1.112; N -0.412; C -0.281; C -0.181; C 0.017; C -0.027; C -0.011; C -0.089; N 0.104; H 0.150; H 0.118; H 0.113; H 0.112; H 0.115; H 0.118; H 0.120; H 0.117; H 0.122

***

# 4
The following is a DFT calculation (ωB97M-V/def2-TZVPD) of a gas-phase ion, C8H6F3N2 (charge +1).

Element x y z (Å)
C  -1.39846  -0.49712  -0.83421
C  2.18383  -1.27888  -0.05078
C  2.53235  -0.14655  0.63060
C  0.90222  -1.28163  -0.67054
C  1.68444  0.96189  0.64648
C  -0.08744  -0.31903  -0.43594
C  0.37691  0.94004  0.12515
C  -2.59522  -0.51793  0.08362
N  -1.43998  2.28797  -0.61805
N  -0.50321  1.99435  0.04969
F  -2.52455  0.53838  0.89510
F  -3.77559  -0.42940  -0.57710
F  -2.59912  -1.59811  0.85097
H  2.88884  -2.12988  0.05056
H  3.41186  -0.14496  1.14023
H  0.62394  -2.15285  -1.31147
H  1.97810  1.93677  1.21336
H  -1.49869  -0.85912  -1.90042
H  -0.16026  2.69606  0.71274

The charge is +1. The value obtained for the LUMO energy (spin up / spin down) is -6.33 / -7.06 eV. The calculation puts the orbital gap (spin up / spin down) at 8.19 / 6.30 eV. As for the spin multiplicity: 1.

Table of Löwdin atomic charges, one value per atom, all in e: C 0.157; C 0.003; C -0.043; C 0.035; C 0.038; C -0.174; C -0.149; C -0.619; N 0.371; N -0.031; F 0.135; F 0.156; F 0.194; H 0.146; H 0.094; H 0.148; H 0.165; H 0.178; H 0.197

***

What did we get for energy above the lowest of the compared OMol25 structures with the same formula, charge and spin? Answer: 0.933 0.000 0.660 1.110 eV, in the order shown.
What did we get for E_tot? Answer: -416.56502 -6070.74744 -3247.20096 -717.12038 Ha, in the order shown.